[1]
One molecule with the formula C4H7BNO2P, computed with ωB97M-V/def2-TZVPD.

XYZ file:
```
16
Properties=species:S:1:pos:R:3:lowdin_charge:R:1
B 0.95207 0.05638 -1.42813 -0.7019
C -1.06588 1.57287 1.42744 -0.1138
C -0.36249 1.83552 0.26031 -0.0083
C -0.99629 0.22343 1.68701 -0.1625
C 0.17033 0.51724 -0.20003 -0.1274
N -0.27541 -0.39703 0.71916 -0.3470
O 1.52749 0.90521 -2.30747 0.1930
O 0.99870 -1.31607 -1.53421 0.0308
P 0.18524 -2.06973 0.68768 0.9244
H -1.58302 2.29658 2.02610 0.0916
H -0.20262 2.75992 -0.25200 0.0914
H -1.41329 -0.32725 2.50995 0.0959
H 1.99462 0.51943 -3.04749 0.1015
H 1.50046 -1.70911 -2.24725 0.1102
H -0.85696 -2.50944 -0.14437 -0.0752
H -0.57294 -2.35796 1.84330 -0.1027
```

Values from the calculation:
Electronic energy = -728.1433 Ha
SMILES string = OB(O)c1cccn1P
LUMO energy = 0.22 eV
Spin multiplicity = 1
Net charge = 0
Energy relative to the best compared isomer or geometry (same formula, charge and spin) = 0.0 kJ/mol

=====

[2]
A 2-piece molecular cluster, C4H7BO2S overall, computed with ωB97M-V/def2-TZVPD.

XYZ file:
```
15
Properties=species:S:1:pos:R:3:lowdin_charge:R:1
B 1.72388 1.72017 -0.41027 -0.6134
C -0.73439 0.12501 0.88354 -0.2293
C -0.13468 -0.46238 -1.63541 -0.4759
C -0.35856 0.01234 -0.40301 -0.1183
C -1.71139 -0.73244 1.36600 -0.1219
O 1.57093 1.38498 0.83927 0.1884
O 2.36427 2.24007 -1.29745 0.1480
S 1.05794 -1.77966 -1.90893 0.7601
H -0.32484 0.88382 1.51432 0.1028
H -0.76538 -0.00575 -2.50569 0.1201
H -1.38233 -1.13702 2.43092 0.1310
H -1.69666 -1.61815 0.74970 0.0804
H -2.72920 -0.23099 1.48906 0.1163
H 1.14560 0.63252 1.28305 0.0905
H 1.97481 -1.03252 -2.39509 -0.1788
```

Values from the calculation:
Electronic energy = -730.0903 Ha
SMILES string = CC=C=CS.O=BO
LUMO energy = 0.33 eV
Spin multiplicity = 1
Net charge = 0
Energy relative to the best compared isomer or geometry (same formula, charge and spin) = 373.3 kJ/mol

=====

[3]
One molecule with the formula C4H7BO2S, computed with ωB97M-V/def2-TZVPD.

XYZ file:
```
15
Properties=species:S:1:pos:R:3:lowdin_charge:R:1
B -0.06892 0.76605 -1.53185 -0.6964
C 0.70607 0.24287 0.95881 -0.1033
C -1.28210 -0.94102 0.18367 -0.5939
C -0.17066 -0.05316 -0.02035 -0.2271
C 0.77375 -0.52633 2.25168 -0.0940
O -0.01355 -0.18350 -2.46267 0.1371
O -0.02838 2.08472 -1.79469 0.1899
S -2.70290 -0.76165 -0.65241 0.7059
H 1.49195 1.03627 0.79133 0.1288
H -1.11273 -1.81191 0.77015 0.0484
H 1.21466 -1.50353 2.01707 0.0903
H -0.19692 -0.72068 2.64380 0.0576
H 1.38348 0.05888 2.96954 0.0829
H -0.20620 -0.09765 -3.45878 0.1639
H 0.21245 2.41064 -2.66531 0.1097
```

Values from the calculation:
Electronic energy = -730.1756 Ha
SMILES string = C/C=C(\C=S)B(O)O
LUMO energy = -0.47 eV
Spin multiplicity = 1
Net charge = 0
Energy relative to the best compared isomer or geometry (same formula, charge and spin) = 149.5 kJ/mol

=====

[4]
A 2-piece molecular cluster, C4H7Br2N2 overall, computed with ωB97M-V/def2-TZVPD.

XYZ file:
```
15
Properties=species:S:1:pos:R:3:lowdin_charge:R:1
C -1.29451 -0.09481 0.69086 -0.6533
C -3.15716 0.73249 -0.70537 0.0606
C 0.82292 0.73532 -0.52985 -0.5593
C 2.35928 -0.83693 0.66183 -0.0618
N -2.26670 0.33565 0.14368 -0.1103
N 1.59980 -0.35938 -0.47913 -0.1106
Br -1.04005 -0.99723 2.28251 0.7950
Br 0.02868 1.18027 -2.14563 0.8813
H -3.67499 -0.03675 -1.31486 0.1208
H -3.35461 1.71655 -0.47764 0.0672
H 0.93987 1.52959 0.21007 0.1006
H 2.67870 0.07022 1.33955 0.1387
H 1.59014 -1.60988 1.13079 0.0967
H 3.31663 -1.33121 0.40622 0.0978
H 1.45200 -1.03390 -1.21304 0.1365
```

Values from the calculation:
Electronic energy = -5413.7642 Ha
LUMO energy = -4.62 eV
Spin multiplicity = 1
Net charge = +1
Energy relative to the best compared isomer or geometry (same formula, charge and spin) = 395.9 kJ/mol